[1]
{"formula": "C42H47As2Cl5CsN2O5S5", "method": "ωB97M-V/def2-TZVPD", "lumo_energy_ev": 1.902, "e_above_lowest_kj_mol": 273.6, "charge": -1, "orbital_gap_ha": 0.258, "elements": ["H", "C", "C", "C", "C", "H", "H", "H", "C", "N", "C", "H", "H", "H", "H", "H", "H", "C", "S", "H", "H", "Cl", "Cl", "H", "As", "C", "H", "H", "H", "S", "O", "C", "H", "C", "C", "C", "C", "H", "H", "C", "O", "Cl", "H", "C", "S", "C", "C", "C", "H", "H", "As", "H", "C", "C", "C", "C", "H", "C", "H", "C", "H", "O", "S", "C", "C", "Cl", "C", "C", "H", "C", "H", "H", "Cs", "H", "C", "C", "H", "H", "H", "S", "C", "C", "O", "H", "H", "H", "H", "C", "H", "H", "H", "N", "H", "C", "C", "O", "H", "C", "H", "H", "H", "H", "C", "C", "C", "C", "Cl", "H", "C"], "xyz": [[5.01580, 3.92652, -2.60404], [3.24950, -3.80213, -2.99226], [4.64576, -4.43558, -1.14624], [-4.39597, 3.11805, -3.65673], [-3.06328, 2.69362, -3.46074], [-3.97154, -2.60642, 0.40181], [1.72042, 4.14664, 1.81846], [6.70045, 2.19211, -1.60589], [-1.37006, -0.81776, -6.64345], [-3.36673, 0.89126, -0.29367], [3.42189, 2.44319, -2.47504], [-2.31513, 2.95929, -4.19709], [-0.25455, -5.70439, -0.36551], [-3.43897, 1.80434, 4.80401], [2.51546, 2.99380, -2.22137], [-3.89308, 0.43634, 3.76061], [-6.38170, 3.22806, -2.86606], [-1.57489, -1.30131, -5.35377], [-2.88598, -2.47948, 2.44012], [2.99037, 3.30738, 0.91584], [-1.62497, -1.43701, -7.49821], [5.99245, -5.33054, -0.51623], [1.12995, -2.10261, -2.74758], [3.83049, 1.09908, 3.35143], [-1.55639, 1.18967, 3.15847], [-5.61100, 1.14105, 0.53735], [-0.69579, 0.83372, -7.84765], [-0.50048, -2.38839, 4.21671], [-6.30961, 0.93132, 1.33719], [0.46523, -3.07327, 2.23011], [2.71955, 1.15556, -0.27071], [4.33641, -4.53213, -2.50679], [5.42819, -0.23230, -1.70411], [-0.72282, 0.75478, -4.46616], [0.38596, -4.70810, 1.45416], [-0.51729, 2.43843, -0.07203], [1.06367, 2.05662, 4.08596], [3.41847, 2.23879, -3.55323], [-4.50140, -3.94379, 1.42202], [5.75002, 1.92755, -2.07166], [0.19199, 3.25796, -0.40503], [5.27672, -5.53778, -3.56228], [-2.09838, -4.68299, 2.92985], [-0.61972, 2.09605, 5.82969], [3.27621, 0.84514, -1.64029], [-2.68044, 1.97876, -2.33716], [-1.25926, -0.51189, -4.26017], [2.48725, -3.00338, -2.14290], [-2.33325, 3.58907, 3.54874], [3.00565, 2.74625, 4.70556], [1.59396, 1.65016, 2.20018], [-4.64055, 3.66701, -4.55893], [2.48041, 3.37020, 1.87586], [-3.70749, 1.66168, -1.37254], [1.61852, 2.82509, 6.32423], [-2.07621, 3.02557, 2.65360], [0.00920, 2.79900, 7.75783], [-4.28687, 0.65083, 0.60773], [1.37113, -5.17135, 1.54726], [3.14814, 0.55513, 2.70011], [-2.33314, -5.13357, 0.95045], [0.03056, 3.04555, -3.53084], [-1.31970, -3.57176, -0.52405], [-0.55418, -3.34466, 3.69046], [5.08146, 0.74559, -1.36244], [2.85224, -3.89173, -4.67812], [-0.84639, 0.45711, -6.84055], [2.76296, -2.87575, -0.74434], [-3.98626, 0.04082, 1.44798], [-3.62536, -3.40243, 1.06486], [-1.43482, -0.87069, -3.24582], [5.95270, 1.67471, -3.11703], [0.62190, -0.21177, -0.34443], [-1.23609, 3.50503, 2.15519], [-5.97207, 1.87308, -0.54895], [-0.25831, 1.82141, 4.50890], [-6.97876, 2.26467, -0.65225], [-0.09830, 2.24660, -5.86895], [-3.33752, -4.85864, -0.46334], [-0.24815, 1.70626, -3.05054], [4.73030, 3.06179, -2.00360], [-5.36413, 2.87437, -2.73145], [0.89105, 0.99168, -2.48546], [5.17900, 0.80027, -0.27583], [-0.31803, -5.31124, 2.02886], [0.84763, -4.36884, -0.63836], [2.78368, -0.33145, 3.21871], [3.89115, -3.63599, -0.29798], [-0.09435, -4.10279, 4.32950], [2.35280, 3.20641, 7.02322], [-1.97594, -2.29841, -5.19906], [-1.38718, 1.55344, -2.03296], [-1.63626, 1.92661, 6.16397], [-0.51603, 1.25234, -5.74770], [0.30832, 2.59208, 6.73631], [2.05454, -2.16116, 0.03346], [3.66343, 0.23485, 1.79572], [-3.08618, 0.87893, 4.34634], [-2.92074, 3.00079, 1.95999], [-2.54068, -3.81236, 4.38676], [3.19052, 3.61621, 2.66183], [-2.80587, 0.16899, 5.12479], [1.98245, 2.56031, 5.00889], [-5.02455, 2.14794, -1.56327], [-2.02061, -3.71865, 3.43284], [-2.72986, -4.35933, 0.29222], [4.26664, -3.50831, 1.39276], [4.61901, 3.39488, -0.96602], [0.00172, -4.69572, -0.03996]], "forces_ev_per_angstrom": [[0.0, 0.0, 0.0], [-0.1, 0.1, 0.1], [-0.1, 0.1, 0.1], [0.3, 0.0, -0.1], [0.0, 0.0, 0.0], [-0.1, 0.0, 0.0], [0.0, 0.0, 0.0], [0.0, 0.0, 0.0], [0.0, 0.1, 0.0], [-0.3, 0.2, -0.1], [-0.1, 0.1, -0.2], [-0.1, 0.0, 0.1], [0.0, -0.1, 0.0], [0.0, 0.0, 0.0], [0.0, -0.1, -0.1], [0.0, 0.0, 0.0], [0.1, 0.0, 0.0], [0.0, 0.0, -0.1], [0.0, 0.3, -0.1], [0.0, 0.0, 0.0], [0.0, 0.1, 0.1], [-0.1, 0.1, 0.0], [0.4, -0.7, -0.5], [0.0, 0.0, 0.0], [0.1, 0.2, -0.1], [0.1, -0.1, 0.2], [0.0, 0.0, 0.1], [0.0, 0.0, 0.0], [0.0, 0.0, 0.0], [0.1, 0.2, 0.1], [1.7, 1.0, -0.4], [0.0, 0.0, 0.1], [0.0, 0.1, 0.1], [0.1, -0.1, -0.4], [0.1, 0.1, -0.2], [-0.2, 0.9, 0.9], [-0.2, -0.1, 0.1], [0.0, 0.1, 0.1], [-0.1, 0.0, 0.0], [-0.1, 0.0, 0.1], [0.1, 0.3, -0.1], [-0.1, 0.1, 0.1], [0.0, 0.0, 0.1], [0.1, 0.0, 0.0], [0.9, 0.2, 0.3], [0.4, 0.0, 0.2], [0.0, 0.0, 0.0], [0.2, -0.2, -0.2], [0.0, 0.0, 0.1], [0.0, 0.0, 0.0], [0.3, 0.4, 1.2], [0.0, 0.0, 0.0], [0.1, 0.0, -0.1], [0.1, -0.2, 0.2], [-0.2, -0.1, -0.1], [0.0, -0.1, -0.1], [0.0, 0.0, 0.0], [0.1, 0.2, -0.3], [-0.1, -0.1, 0.0], [0.0, 0.0, -0.1], [-0.1, 0.0, 0.0], [0.1, 0.0, 0.0], [-0.1, 0.1, -0.1], [-0.3, -0.1, -0.2], [0.2, -0.1, -0.1], [0.0, 0.0, 0.1], [0.0, -0.1, 0.0], [0.0, 0.1, 0.3], [0.1, -0.2, 0.2], [0.1, 0.0, 0.1], [0.0, 0.1, -0.2], [0.0, 0.0, 0.0], [-4.0, -1.2, 2.3], [0.0, 0.0, 0.0], [0.0, 0.1, -0.2], [0.2, 0.0, -0.1], [0.0, 0.0, 0.0], [-0.1, -0.1, 0.0], [-0.1, -0.1, 0.0], [0.3, 0.2, -0.8], [0.0, -0.1, 0.1], [-0.1, 0.0, 0.2], [0.0, 1.3, -2.1], [0.0, 0.0, -0.1], [0.0, 0.0, 0.0], [0.0, 0.0, 0.0], [0.0, 0.0, 0.0], [0.1, 0.0, 0.0], [-0.1, 0.0, 0.1], [0.0, 0.0, 0.0], [0.0, 0.1, 0.0], [-1.7, -0.1, -0.3], [0.0, 0.0, 0.0], [0.0, -0.2, 0.1], [0.2, 0.0, -0.1], [1.7, -2.1, -0.4], [-0.1, 0.0, 0.0], [-0.1, 0.0, 0.1], [0.1, 0.0, 0.1], [0.0, -0.1, 0.1], [0.1, 0.0, 0.1], [0.0, 0.0, 0.0], [-0.2, 0.0, 0.1], [0.0, -0.1, 0.0], [0.0, 0.0, 0.0], [0.1, 0.0, 0.1], [0.0, 0.0, -0.2], [0.0, 0.0, -0.1], [0.0, 0.1, 0.3]]}

=====

[2]
{"formula": "C33H84FIN3O19S", "method": "ωB97M-V/def2-TZVPD", "lumo_energy_ev": -3.038, "charge": 1, "orbital_gap_ha": 0.291, "elements": ["H", "H", "H", "H", "O", "C", "O", "C", "H", "C", "H", "H", "H", "H", "C", "C", "H", "H", "H", "H", "H", "H", "H", "O", "O", "C", "H", "H", "H", "I", "H", "H", "H", "H", "N", "H", "H", "N", "C", "H", "C", "H", "H", "H", "O", "H", "H", "H", "H", "C", "O", "H", "C", "H", "H", "O", "H", "H", "H", "N", "H", "H", "H", "O", "C", "C", "H", "C", "C", "H", "H", "H", "H", "C", "H", "O", "H", "O", "H", "H", "H", "C", "O", "O", "H", "O", "H", "C", "H", "C", "H", "C", "H", "C", "C", "H", "H", "H", "H", "H", "H", "H", "H", "S", "C", "H", "C", "H", "H", "H", "C", "C", "H", "O", "O", "H", "C", "F", "H", "H", "H", "C", "C", "C", "H", "H", "H", "O", "H", "H", "H", "C", "C", "O", "O", "H", "H", "H", "O", "H", "C", "C"], "xyz": [[1.26101, 1.50148, -1.63975], [7.81742, 4.51290, 0.34313], [-1.53655, -0.50087, -2.54883], [7.33423, 2.36783, 3.42000], [5.88036, 5.20824, 0.70401], [-0.90046, 2.79988, -2.01469], [1.42588, 2.17648, -4.08286], [6.46874, 2.28885, 2.75818], [-8.33677, 2.72448, 3.46688], [7.65069, 0.99330, -6.33994], [-11.27366, 0.72138, 5.10230], [4.83696, 0.34231, -1.63838], [0.96783, -0.96881, -4.03439], [-4.57503, 0.84454, 4.61528], [4.56776, -2.04086, -0.34607], [-0.72072, -1.30809, 5.55272], [-7.52792, 3.12456, 1.93495], [-7.67512, 0.31168, 0.40943], [4.85424, -1.01046, -0.15692], [-2.62654, 2.02393, 4.26413], [8.12111, 2.27856, -4.95426], [7.71299, 6.04896, 1.23963], [-6.22484, 0.85694, 2.11778], [-4.54715, 1.37595, 3.81484], [2.72887, -1.04224, 2.78107], [0.17269, 1.70851, -8.29556], [-0.63823, -0.68338, 4.66593], [8.47113, 1.24263, -7.01407], [3.63531, 0.40672, -3.69753], [2.88845, 1.14369, 0.87497], [-2.37933, 4.33214, -1.85288], [-9.13701, 3.80448, 2.31111], [3.56113, -0.83420, -4.93289], [4.12637, 1.84279, 6.10700], [0.70414, 0.92384, -2.26241], [-11.35945, 2.02384, 3.90589], [-6.57488, -1.84668, -0.06735], [5.28630, -2.54345, -1.54605], [-10.65389, -2.38017, 0.16687], [-2.71396, 0.56873, 3.23903], [1.64372, -0.15855, -4.29999], [-3.12206, 2.15274, 2.56255], [0.96046, 2.43553, -8.51128], [5.77640, -0.51220, -4.21152], [3.18224, 1.94046, 5.96223], [1.19057, -1.65613, 0.29230], [-0.53878, 1.71210, -9.11659], [-5.62609, -6.99926, 1.85285], [-10.66442, -1.52765, 0.85231], [-1.54637, -1.74364, 1.85890], [-0.54244, 2.04934, -7.11536], [-5.95992, -3.54528, -1.57526], [3.12098, -0.50316, -3.99428], [-1.11213, -2.15328, 0.94037], [6.74378, 1.50254, -6.67468], [5.48707, 3.28566, 3.02511], [0.07667, 2.04961, -6.38024], [-6.54375, -0.89112, 2.01234], [0.61688, 0.70981, -8.22494], [2.79924, -1.16311, -1.65237], [8.79240, 2.23125, -0.54758], [-8.20051, -6.29927, 0.92596], [-5.04832, -0.20841, 1.34058], [-7.27729, -6.51772, 0.77432], [-3.17249, 1.53173, 3.45407], [1.25175, 1.10307, -3.58446], [-9.26048, 1.98752, 0.89427], [7.25580, 5.44826, 0.44895], [-0.65840, 1.43845, -2.22207], [8.00817, 1.24595, -2.56816], [5.81135, 4.72113, 1.53215], [5.85124, 1.26655, -2.71281], [-7.13754, -7.59930, 2.55482], [-3.03014, 1.03940, -2.39917], [-4.79658, -3.38005, -0.23098], [-9.12101, 1.78442, 1.82362], [8.59898, -0.32768, -2.11184], [-9.95005, 2.31952, 5.33579], [6.27868, -2.31069, -1.43176], [1.78883, -1.09386, -1.72556], [9.98957, 0.93554, -0.74958], [2.18968, -1.92463, 0.64247], [6.81138, 0.22368, -1.21338], [4.24887, -4.01542, 1.41361], [3.11199, 0.27901, 4.71287], [-2.10832, -1.44448, 5.83754], [-11.67370, -2.58719, -0.14815], [3.06824, -2.15357, -0.59234], [-2.20346, -1.99310, 6.62031], [-1.72015, 0.55346, -2.40257], [6.82532, -1.30326, -3.09565], [2.66238, 0.65187, 5.63026], [2.78112, -2.46168, -3.32242], [3.33838, -1.59069, -2.95418], [-3.27620, 2.39721, -2.20537], [-10.26224, -3.25454, 0.69420], [2.85342, -0.05041, 6.44636], [-0.19256, -0.82582, 6.37912], [1.56457, 0.03166, -5.36415], [7.48768, -0.08172, -6.37554], [-6.71788, -5.87216, 2.67863], [-2.62225, -1.66202, 1.73120], [4.99878, -2.73946, -3.60761], [5.22175, -3.07020, 1.00698], [5.84037, -0.83903, -3.18262], [2.85836, -3.15654, -0.98662], [-8.49159, 2.92943, 2.41319], [2.09305, -2.84930, 1.19909], [-0.07801, -0.51973, 2.22365], [6.79701, 2.43744, 1.73135], [2.59912, -0.84177, 1.62212], [8.93762, 1.15753, -0.60842], [-9.81164, 2.12988, 6.26693], [-6.74412, 0.14872, 0.22267], [-9.89785, -2.10231, -1.00462], [-12.02880, 2.27786, 5.52975], [-6.10878, -0.02979, 1.50410], [5.38643, -1.99864, 2.09708], [-6.04890, -4.64076, -0.18377], [-0.05500, 3.45614, -1.86953], [-3.84920, 0.35280, -2.54166], [-2.21030, 3.27732, -2.00280], [-6.66991, -6.75727, 2.03841], [4.83799, -1.94969, -2.87692], [6.03435, 1.28793, 2.85045], [-1.33749, -2.41899, 2.69281], [-4.28433, 2.77951, -2.20518], [-6.73850, -2.76579, 0.19560], [-8.99044, -1.93922, -0.72635], [5.23415, -3.56385, -1.56602], [5.16044, 3.18483, 3.92328], [5.78324, 0.31945, -2.17294], [-5.83434, -3.62055, -0.49107], [6.51915, -3.47509, 0.57654], [7.96842, 1.32950, -4.98778], [8.61907, 0.71174, 0.33042], [-0.26937, -2.28481, 5.34989], [7.32290, 5.99944, -0.48611], [-1.02922, -0.43856, 2.11937], [1.58997, 0.75209, 5.48452], [-11.22431, 1.80399, 4.96150], [8.09669, 0.56362, -1.72750]], "forces_ev_per_angstrom": [[0.1, 0.1, 0.1], [0.1, 0.0, 0.0], [0.1, -0.1, 0.0], [0.0, 0.0, 0.0], [0.2, -0.1, -0.1], [-0.3, -0.5, -0.1], [0.1, 0.4, -0.1], [-0.2, 0.0, 0.1], [-0.1, -0.1, 0.0], [0.0, 0.1, 0.1], [0.0, 0.0, 0.0], [-0.1, 0.0, 0.0], [0.0, -0.1, 0.0], [0.0, 0.0, 0.0], [-0.2, -0.4, 0.6], [-0.2, -0.1, 0.1], [0.0, 0.1, 0.1], [0.0, 0.1, 0.1], [0.1, 0.1, 0.0], [0.1, 0.0, -0.1], [0.0, 0.0, 0.0], [0.1, 0.0, 0.0], [0.1, 0.0, 0.1], [0.2, 0.1, -0.1], [0.0, -0.1, 0.1], [0.0, 0.1, 0.2], [0.0, 0.0, 0.0], [0.0, 0.0, 0.0], [0.1, 0.1, 0.0], [0.1, 0.2, 0.1], [-0.1, 0.1, 0.0], [0.1, 0.1, 0.1], [0.2, -0.1, 0.0], [0.0, 0.0, 0.2], [-0.3, 0.0, 0.2], [0.0, 0.0, 0.0], [0.0, 0.0, 0.0], [-0.1, 0.2, -0.2], [0.1, 0.0, -0.1], [0.1, 0.1, 0.0], [0.1, -0.2, 0.1], [-0.1, 0.0, 0.0], [0.0, 0.0, 0.0], [-0.2, 0.1, -0.1], [-0.1, 0.0, -0.2], [-0.1, 0.1, -0.1], [0.0, 0.0, 0.0], [0.0, 0.0, 0.0], [0.0, 0.0, 0.0], [0.3, 0.1, 0.1], [0.1, -0.2, -0.1], [0.0, 0.0, 0.0], [-0.2, 0.0, -0.3], [-0.1, -0.1, 0.0], [0.0, 0.0, 0.0], [0.2, 0.0, -0.2], [0.0, 0.2, 0.1], [0.1, 0.0, 0.1], [0.0, 0.0, -0.1], [0.3, -0.8, 0.2], [0.0, 0.1, 0.1], [0.0, 0.0, -0.1], [0.0, 0.0, -0.1], [0.1, -0.1, 0.1], [-0.3, -0.1, 0.3], [-0.1, -0.2, 0.0], [-0.1, 0.1, 0.0], [-0.2, 0.0, 0.1], [-0.4, 0.0, 0.1], [-0.2, 0.1, -0.1], [-0.2, 0.0, 0.2], [0.1, 0.1, 0.0], [0.0, 0.0, 0.0], [0.4, 0.3, 0.1], [0.0, 0.0, -0.1], [0.2, -0.1, 0.0], [-0.1, -0.2, -0.1], [-0.1, 0.0, 0.0], [0.1, -0.1, 0.1], [-0.1, 0.6, -0.2], [0.1, 0.1, -0.1], [-0.1, 0.1, -0.3], [-0.4, -0.1, 0.2], [0.1, 0.2, 0.2], [0.0, -0.1, 0.0], [0.1, 0.1, -0.1], [0.0, 0.0, 0.0], [0.0, 0.6, -0.6], [0.0, 0.0, 0.0], [-0.2, 0.6, 0.0], [0.2, 0.1, -0.2], [0.3, 0.2, 0.2], [0.1, -0.3, 0.1], [-0.4, 0.2, 0.5], [0.5, 0.0, 0.0], [0.0, 0.0, 0.0], [-0.1, -0.1, -0.1], [0.1, 0.0, 0.0], [-0.1, 0.0, -0.1], [0.0, 0.0, 0.0], [0.0, 0.0, 0.0], [0.0, 0.1, 0.0], [0.1, -0.2, 0.0], [0.1, -0.5, -0.6], [0.0, -0.2, 0.6], [0.0, -0.3, 0.3], [0.0, -0.1, -0.3], [0.1, -0.1, 0.2], [0.0, 0.1, 0.1], [0.0, 0.0, 0.0], [0.0, -0.1, -0.1], [-0.4, -0.1, -0.1], [0.0, 0.0, 0.0], [0.2, -0.3, 0.1], [0.0, 0.1, 0.1], [0.0, 0.0, 0.0], [-0.4, 0.1, -0.1], [0.0, 0.1, 0.2], [0.0, 0.0, 0.0], [0.0, 0.2, 0.0], [-0.1, 0.0, 0.0], [0.3, -0.5, -0.1], [-0.1, 0.1, -0.1], [0.2, 0.3, -0.8], [0.1, 0.0, 0.0], [-0.1, 0.0, 0.0], [-0.1, 0.0, 0.0], [-0.1, 0.0, -0.1], [0.1, -0.2, -0.1], [-0.1, 0.0, -0.1], [-0.1, 0.1, 0.0], [0.2, 0.4, -0.5], [-0.1, 0.2, 0.0], [-0.1, 0.2, 0.3], [-0.2, -0.1, -0.1], [0.1, 0.0, 0.2], [0.1, 0.1, 0.0], [0.0, 0.0, 0.0], [0.1, -0.2, -0.2], [0.0, 0.1, 0.0], [0.1, 0.0, 0.1], [0.8, -0.1, 0.2]]}